Record 1
Molecular formula: C38H60Br6O24
Method: DFT, wB97M-V/def2-TZVPD

Properties
SMILES = C[C@H]1COC(=O)O1.C[C@H]1COC(=O)O1.C[C@H]1COC(=O)O1.C[C@H]1COC(=O)O1.C[C@H]1COC(=O)O1.C[C@H]1COC(=O)O1.C[C@H]1COC(=O)O1.C[C@H]1COC(=O)O1.BrCCBr.BrCCBr.BrCCBr
Energy above the lowest of the compared OMol25 structures with the same formula, charge and spin = 0.000 eV
HOMO energy = -0.3702 Ha
Frontier orbital gap = 10.1246 eV
E_tot = -18733.91696 Eh
Lowest unoccupied orbital energy = 0.1 eV

Geometry as XYZ:
```
128
C38H60Br6O24 | the Open Molecules 2025 dataset | wB97M-V/def2-TZVPD
Br 0.48410 -2.45819 3.25873
C 1.68796 -1.40284 4.44575
C 0.83353 -0.29361 5.04852
Br 1.98133 0.83475 6.24123
H 2.49318 -1.03798 3.82535
H 1.98931 -2.12986 5.18868
H -0.01541 -0.65455 5.62126
H 0.39514 0.30066 4.24725
Br 2.71571 0.27660 -3.14910
C 2.03085 1.87181 -4.03858
C 0.53150 1.72684 -4.28804
Br -0.20450 3.38175 -4.97742
H 2.61459 2.07500 -4.93399
H 2.21083 2.76577 -3.44114
H 0.03391 1.51619 -3.34236
H 0.35919 0.86824 -4.93094
Br -1.48586 1.79143 -0.49373
C -0.49094 0.09450 -0.43303
C 0.50741 0.07500 0.69590
Br 1.98394 1.34053 0.25645
H -0.05190 0.04073 -1.42764
H -1.22311 -0.70973 -0.39467
H 0.91264 -0.93473 0.69735
H 0.03369 0.37250 1.62630
C 3.71721 -2.34779 -0.79761
C 4.74132 -3.05031 0.06334
C 6.01950 -2.29092 0.35444
O 6.12984 -2.32786 1.77048
C 4.99701 -2.71507 2.31916
O 4.80592 -2.79403 3.49278
O 4.10365 -3.10896 1.35435
H 4.07871 -2.18246 -1.82167
H 3.54537 -1.32604 -0.44534
H 2.75759 -2.84987 -0.88666
H 4.89644 -4.07787 -0.28001
H 6.00888 -1.25474 0.01192
H 6.82862 -2.81457 -0.15367
C 0.82692 -4.65694 0.83974
C 1.55006 -5.95966 0.66703
C 0.74470 -7.23394 0.35529
O 1.25896 -7.68304 -0.88670
C 2.17630 -6.85846 -1.39103
O 2.85117 -7.06567 -2.35078
O 2.34004 -5.80409 -0.56913
H 1.49073 -3.79522 0.80125
H 0.34123 -4.63049 1.81212
H 0.05632 -4.44662 0.09273
H 2.37639 -6.04936 1.37248
H -0.33472 -7.10847 0.27009
H 0.95436 -8.04325 1.05633
C 5.24658 1.11789 3.89577
C 4.29669 1.49728 2.78255
C 3.22018 2.56859 3.11017
O 3.61959 3.58255 2.23378
C 4.58563 3.26459 1.35345
O 4.97509 3.96135 0.47459
O 5.00791 2.02693 1.64699
H 4.78063 0.58656 4.72188
H 5.86450 1.96563 4.19037
H 5.89341 0.34131 3.47408
H 3.91103 0.56752 2.35568
H 3.16289 2.76127 4.18209
H 2.20698 2.22570 2.88623
C -0.28944 5.78480 4.68458
C -1.06796 4.55249 5.26259
C -2.55836 4.51485 4.99018
O -2.73782 3.21693 4.44999
C -1.51857 2.65361 4.13456
O -1.34890 1.68062 3.48138
O -0.53996 3.40348 4.64686
H 0.00531 6.51365 5.43876
H -0.78835 6.27731 3.85311
H 0.65851 5.35088 4.36363
H -0.93249 4.58166 6.34587
H -2.74979 5.26638 4.21985
H -3.08563 4.73556 5.91381
C -3.30526 -2.52418 0.78697
C -3.51917 -3.38892 2.02252
C -4.30088 -4.70980 1.74334
O -3.55582 -5.62890 2.51263
C -2.32000 -5.17473 2.81384
O -1.40139 -5.83781 3.15793
O -2.24136 -3.87683 2.43120
H -3.08474 -3.15845 -0.06608
H -2.50284 -1.81537 1.00007
H -4.15888 -1.84802 0.70877
H -3.97087 -2.81095 2.83049
H -4.17702 -4.94816 0.68721
H -5.31962 -4.57380 2.09059
C 0.91567 -3.50043 -2.98366
C -0.32945 -3.22670 -3.82673
C -0.54018 -1.77789 -4.27969
O -1.00669 -1.93438 -5.62602
C -0.81399 -3.20673 -6.04778
O -1.00839 -3.61620 -7.14495
O -0.44775 -3.98898 -5.00977
H 1.29022 -4.49404 -3.24205
H 0.64336 -3.55139 -1.93207
H 1.72458 -2.80339 -3.19837
H -1.21379 -3.57819 -3.27539
H 0.37686 -1.19760 -4.39362
H -1.22937 -1.34303 -3.55847
C -2.63708 5.17794 -1.85550
C -2.56658 6.67480 -1.61814
C -2.85500 7.54907 -2.87027
O -3.81537 8.49695 -2.43779
C -4.09461 8.30012 -1.14717
O -4.68862 9.06317 -0.44473
O -3.56083 7.15560 -0.72386
H -2.36072 4.54291 -1.02160
H -1.90380 4.91403 -2.62140
H -3.64724 4.92710 -2.17715
H -1.59833 6.93323 -1.17959
H -3.27804 6.93818 -3.66989
H -1.92634 8.00567 -3.20754
C -4.57988 2.96542 -4.60372
C -4.77843 1.51353 -4.21539
C -3.96379 0.45503 -4.97638
O -3.49683 -0.41159 -3.93526
C -3.64933 0.14011 -2.75669
O -3.32485 -0.34456 -1.71003
O -4.26402 1.34632 -2.85665
H -3.57095 3.30473 -4.38271
H -5.35114 3.61117 -4.19539
H -4.59453 3.06783 -5.69482
H -5.83134 1.22906 -4.18227
H -3.14211 0.96216 -5.49053
H -4.43072 -0.23757 -5.67226
```


Record 2
Molecular formula: C14H16N8OS
Method: DFT, wB97M-V/def2-TZVPD

Properties
Energy above the lowest of the compared OMol25 structures with the same formula, charge and spin = 13.053 eV
HOMO energy = -0.2806 Ha
Frontier orbital gap = 6.7869 eV
E_tot = -1454.13511 Eh
Lowest unoccupied orbital energy = -0.8 eV

Geometry as XYZ:
```
40
C14H16N8OS | the Open Molecules 2025 dataset | wB97M-V/def2-TZVPD
C 5.21265 4.20806 -1.92149
H 5.80341 3.51705 -2.30306
O 4.17551 3.55726 -1.04231
C 3.47609 2.66612 -1.45794
C 2.61182 2.27414 -0.47009
C 1.93860 1.08232 -0.82251
C 2.01013 0.56711 -2.07523
C 2.55952 1.19607 -3.20969
C 3.45260 2.22747 -2.89447
H 4.08615 2.61193 -3.52686
H 2.62182 0.63544 -4.31440
N 0.95793 -0.46124 -2.75162
C 0.07322 -1.08614 -1.78936
N -0.52627 -2.28259 -2.64443
C -1.43226 -2.87447 -1.98298
N -1.90108 -3.92708 -2.58250
H -1.83225 -3.94957 -3.44117
H -2.55678 -4.51431 -2.05831
N -1.71583 -2.96350 -0.65006
C -0.79603 -2.04370 0.00334
N -0.05815 -1.04191 -0.62484
C -0.92480 -1.92117 1.40265
H -0.20477 -1.46701 1.89082
H -1.19918 -2.87165 1.93602
S -2.71017 -0.65875 1.54298
C -2.83554 -1.10119 3.46656
N -2.06630 -1.78568 4.30027
N -2.71564 -1.99450 5.29832
C -3.46743 -1.04354 5.42340
N -3.71625 -0.48964 4.24765
C -4.75194 0.47468 3.63175
H -5.42418 0.87652 4.48165
H -5.26949 0.08757 2.87177
H -4.12968 1.53690 3.46595
H -4.18281 -0.73703 6.27026
H 0.95936 -0.91331 -3.66142
H 1.07115 0.67768 -0.18408
H 2.91061 2.27350 0.55761
H 5.73973 5.00871 -1.45871
H 4.75652 4.64948 -2.92349
```


Look up the HOMO energy of the second one.
-0.2806 Ha